# C28H49AlNO18

C28H49AlNO18 as an isolated structure (ωB97M-V with the def2-TZVPD basis set, the Open Molecules 2025 dataset).

DFT total energy ... -2747.9812 Eh
Charge ... -1
Orbital gap ... 0.2070 Ha

XYZ file:
```
97
Properties=species:S:1:pos:R:3:forces:R:3
C -0.575701 0.363695 4.243046 0.28 -0.15 0.04
C 0.891399 0.281955 3.830044 -0.11 -0.22 0.16
C 1.627224 -0.842506 4.542130 0.18 0.01 0.39
C 3.057118 -1.130892 4.007632 -0.04 0.31 -0.62
N 3.719864 -0.038655 3.299540 -0.06 0.35 0.63
Al 4.336043 1.420344 4.326719 0.14 -0.05 -0.35
H -1.088807 1.121527 3.654871 -0.14 0.09 0.10
H -1.079452 -0.598970 4.112124 -0.07 -0.01 -0.12
H -0.653815 0.616176 5.302096 -0.07 0.09 0.02
H 0.965746 0.140400 2.750170 -0.03 0.07 -0.07
H 1.372327 1.225337 4.087861 0.10 0.07 -0.21
H 1.697751 -0.583255 5.603493 -0.06 0.09 0.02
H 1.031506 -1.763053 4.503256 -0.02 -0.05 -0.09
H 2.991652 -1.999125 3.348052 0.06 -0.16 0.10
H 3.695454 -1.388616 4.854580 -0.03 -0.21 0.04
H 3.186361 0.230317 2.484350 -0.01 -0.09 -0.09
H 3.746708 1.339320 5.843300 0.00 -0.12 0.13
H 3.854719 2.840754 3.670884 -0.01 -0.02 -0.09
H 5.979757 1.368321 4.352223 0.07 0.10 0.14
C -3.032078 -4.331482 1.869918 0.11 -0.19 -0.11
C -1.862350 -3.497139 2.323239 -0.11 -0.04 -0.02
C -1.460864 -2.377630 1.389497 0.04 0.08 -0.02
O -0.062036 -2.236411 1.677236 -0.05 0.00 -0.07
C 0.392865 -3.432574 2.117298 -0.08 0.09 0.06
O 1.534144 -3.702893 2.282789 0.06 -0.19 -0.09
O -0.650778 -4.274368 2.349131 0.01 0.07 0.08
H -3.111576 -5.234954 2.474000 -0.03 0.05 0.07
H -3.958357 -3.764597 1.967067 0.00 0.02 0.00
H -2.911653 -4.631333 0.828279 0.01 0.04 -0.01
H -2.027060 -3.116455 3.336674 0.03 0.01 0.01
H -1.975574 -1.438097 1.578390 0.13 0.06 0.07
H -1.570440 -2.661735 0.342803 -0.13 0.01 0.05
C 8.022908 -0.715454 5.655504 0.08 -0.31 -0.03
C 9.124716 0.190841 6.119599 -0.15 -0.05 -0.12
C 9.472918 1.316138 5.173263 0.01 0.11 0.05
O 10.858379 1.560196 5.496266 -0.06 0.01 -0.06
C 11.376747 0.410225 5.978647 -0.07 -0.04 -0.01
O 12.537145 0.223954 6.177307 0.07 -0.01 0.00
O 10.401657 -0.494052 6.202799 0.01 0.07 0.08
H 7.969466 -1.615991 6.268286 0.00 0.08 0.11
H 7.076267 -0.181727 5.709968 -0.07 0.01 -0.09
H 8.178177 -1.029360 4.623017 0.00 0.07 -0.03
H 8.906642 0.583883 7.116458 0.04 0.00 0.02
H 8.883212 2.215194 5.321392 0.08 0.05 0.04
H 9.409533 1.006412 4.129289 -0.06 -0.03 0.00
C 0.411336 0.936873 -2.622153 -0.30 -0.01 0.00
C 0.441103 -0.560661 -2.484293 0.10 0.16 -0.03
C 0.404904 -1.340967 -3.780480 0.04 -0.06 -0.03
O -0.227246 -2.568948 -3.382640 0.01 0.06 -0.08
C -1.005336 -2.295133 -2.314092 0.05 0.07 0.10
O -1.787293 -3.049891 -1.826886 -0.08 -0.14 -0.11
O -0.768994 -1.049042 -1.857472 0.04 -0.02 0.02
H 0.209730 1.399386 -1.656292 0.10 -0.01 0.02
H 1.369467 1.305749 -2.987016 0.02 -0.03 -0.01
H -0.378743 1.236785 -3.311797 0.17 0.01 0.08
H 1.280407 -0.884414 -1.863181 -0.03 -0.04 0.03
H 1.385882 -1.544422 -4.201113 0.00 -0.14 0.05
H -0.227893 -0.857381 -4.529450 0.01 0.07 0.02
C -5.592618 3.254382 -4.904590 0.11 0.29 -0.06
C -4.295539 2.494403 -4.985231 -0.25 -0.05 0.03
C -3.552708 2.323653 -3.680591 0.07 -0.07 0.07
O -2.190390 2.201838 -4.138824 -0.16 0.06 -0.03
C -2.088303 2.859189 -5.315417 -0.10 -0.05 0.02
O -1.063065 3.077150 -5.878349 0.08 -0.01 -0.06
O -3.311390 3.207500 -5.770123 0.01 -0.06 -0.02
H -5.941224 3.517463 -5.902774 -0.03 -0.10 -0.01
H -6.352854 2.643892 -4.418555 0.01 -0.03 0.01
H -5.466826 4.177163 -4.337141 0.01 -0.03 0.04
H -4.451513 1.525457 -5.469967 0.02 -0.01 0.00
H -3.836848 1.433167 -3.124785 0.13 -0.08 -0.07
H -3.626568 3.198815 -3.035537 -0.03 0.03 -0.04
C -0.786632 -1.798396 -7.753402 0.05 0.01 0.23
C -2.289096 -1.829698 -7.654352 0.17 0.05 -0.03
C -2.990180 -0.496700 -7.806430 -0.05 0.04 -0.01
O -4.186751 -0.701697 -7.039590 0.06 0.11 -0.07
C -3.913122 -1.631472 -6.088469 0.10 0.03 0.02
O -4.626303 -1.885870 -5.175866 -0.06 0.01 0.07
O -2.712396 -2.205862 -6.328371 -0.07 -0.03 -0.05
H -0.364934 -2.743543 -7.414069 -0.03 -0.04 -0.07
H -0.480419 -1.629646 -8.785446 -0.01 0.01 -0.01
H -0.372158 -1.004482 -7.130486 -0.03 0.03 -0.02
H -2.706068 -2.563176 -8.350526 -0.03 -0.01 0.01
H -3.241902 -0.238599 -8.831354 -0.13 -0.04 0.02
H -2.421023 0.318747 -7.352233 0.07 -0.01 -0.03
C -3.548039 1.223283 2.099712 0.03 -0.09 -0.34
C -4.219479 2.490407 1.641675 0.00 -0.15 0.13
C -5.684277 2.375721 1.278927 -0.06 0.05 0.03
O -5.842554 3.433271 0.318882 -0.03 -0.06 0.03
C -4.638486 3.640707 -0.260736 0.11 -0.03 0.04
O -4.456544 4.325955 -1.217439 -0.10 0.02 -0.06
O -3.674625 2.957822 0.387639 -0.01 0.05 0.04
H -2.469454 1.352418 2.114100 0.02 0.05 0.08
H -3.879191 0.958054 3.103099 0.01 0.03 0.03
H -3.772169 0.396366 1.422673 -0.05 0.03 -0.01
H -4.067849 3.287196 2.374805 0.00 0.03 -0.02
H -6.361594 2.526483 2.114862 -0.03 0.12 -0.04
H -5.910095 1.427041 0.786657 0.04 -0.04 0.03
```
Positions in Å, forces in eV/Å.

Per-atom Mulliken charges, elementary charge units: -1.12 -0.03 -0.61 -0.67 -0.48 0.16 0.16 0.12 0.46 0.07 0.29 0.46 0.27 0.25 0.31 0.23 -0.26 -0.30 -0.22 -1.55 0.63 0.54 -0.20 0.53 -0.55 -0.42 0.41 0.36 0.33 0.31 -0.33 -0.02 -1.38 0.66 -0.47 -0.35 0.63 -0.56 -0.37 0.35 0.25 0.33 0.23 0.30 0.32 -1.09 0.44 -0.09 -0.35 0.66 -0.62 -0.34 0.39 0.43 0.02 0.36 0.38 -0.10 -1.57 0.89 -0.32 -0.31 0.54 -0.58 -0.43 0.40 0.38 0.35 -0.10 0.51 0.07 -1.38 0.43 -0.27 -0.34 0.70 -0.55 -0.33 0.37 0.41 0.25 0.30 0.33 0.12 -1.30 0.48 -0.53 -0.34 0.67 -0.58 -0.32 0.16 0.45 0.34 0.30 0.32 0.32